This record from the OMol25 dataset describes a structure of composition C29H37N11OPbS. The level of theory is ωB97M-V/def2-TZVPD.

LUMO (alpha / beta) = -12.97 / -14.36 eV
Charge = +4
ΔE to the lowest compared entry with this formula, charge and spin = 2.874 eV

Structure (XYZ):
```
80
C29H37N11OPbS ωB97M-V/def2-TZVPD
Pb -0.0164 0.2803 -0.9842
C -4.1183 1.1740 1.1867
C -2.7472 1.0907 0.6218
N -2.3659 0.3113 -0.3114
C -3.2413 -0.6709 -0.9053
C -2.6045 -1.3385 -2.1246
N -1.2256 -1.7792 -1.8974
C -0.9858 -2.9561 -1.0816
C -0.4926 -2.6463 0.3595
N 0.5871 -1.6938 0.4125
C 1.9273 -2.1349 0.0328
C 2.9440 -0.9876 0.2275
N 2.2595 0.2774 0.1897
C 2.6887 1.3760 0.6556
C 4.0673 1.6478 1.1378
C 0.5778 1.9366 1.9467
C 0.4706 3.4220 2.3914
C -0.8872 4.0055 2.1479
C -1.9114 3.2684 1.7131
C -1.6738 1.9082 1.2561
N -0.5464 1.3099 1.3187
H -4.6157 0.2046 1.1991
H -4.7360 1.8357 0.5679
H -4.1053 1.5791 2.1966
H -4.1780 -0.2122 -1.2327
H -3.4884 -1.4198 -0.1454
H -2.5780 -0.6163 -2.9416
H -3.2396 -2.1786 -2.4177
H -0.7598 -1.8643 -2.7956
H -0.2399 -3.5782 -1.5751
H -1.9006 -3.5413 -0.9687
H -0.2043 -3.6145 0.7788
H -1.3139 -2.2422 0.9528
H 0.6233 -1.1988 1.3440
H 1.9183 -2.4663 -1.0089
H 2.2406 -2.9925 0.6358
H 3.7125 -1.0415 -0.5472
H 3.4470 -1.0908 1.1933
H 4.7619 1.6076 0.2940
H 4.3891 0.8687 1.8348
H 4.1708 2.6181 1.6125
H 0.7081 3.6134 3.4400
H -1.0175 5.0540 2.3889
H -2.8995 3.6949 1.6094
N 1.8215 1.3240 4.0749
C 2.1244 0.1599 4.7631
C 2.8285 -0.0848 5.9312
C 2.9557 -1.4163 6.3049
C 2.3667 -2.4539 5.5641
C 1.6803 -2.2093 4.3958
C 1.5702 -0.8733 3.9794
N 0.9794 -0.3296 2.8651
C 1.1299 0.9785 2.9612
C 1.5781 2.3997 0.7934
C 1.6367 3.8098 1.4338
S 1.2431 5.0142 0.1131
C 0.7452 3.7161 -0.8909
N 0.9013 2.5129 -0.4712
H 2.0241 2.2469 4.4253
H 3.2774 0.7026 6.5212
H 3.5394 -1.6592 7.1819
H 2.4580 -3.4697 5.9228
H 1.2448 -3.0139 3.8188
H 2.5512 4.1161 1.9339
H 0.3049 3.9176 -1.8603
C 2.3751 2.3870 -6.8351
N 1.7870 1.9465 -5.5815
C 0.4552 2.2887 -5.1432
C 0.3762 1.5190 -3.8298
O -0.6201 1.4643 -3.0801
N 1.5439 0.9378 -3.5878
C 2.3667 1.1928 -4.6473
N 3.6064 0.7531 -4.7278
H 1.6058 2.8406 -7.4551
H 2.8088 1.5431 -7.3730
H 3.1511 3.1364 -6.6622
H -0.3115 2.0029 -5.8674
H 0.3410 3.3591 -4.9407
H 3.9708 0.1337 -4.0244
H 4.1848 0.9382 -5.5335
```


This record from the OMol25 dataset describes a cluster of 3 separate species, C17H24N2O7P in total. The level of theory is ωB97M-V/def2-TZVPD.

LUMO = -4.44 eV
Charge = +1
ΔE to the lowest compared entry with this formula, charge and spin = 2.062 eV

Structure (XYZ):
```
51
C17H24N2O7P ωB97M-V/def2-TZVPD
C 2.5153 -2.3585 4.0223
C 2.7273 -1.7211 2.6536
N 3.8071 -1.0771 2.4914
C 1.7096 -1.8838 1.5132
C 0.4551 -1.0681 1.6886
C 0.4435 0.2100 2.1730
N -0.6764 0.9061 2.2778
C -1.8583 0.4182 1.9071
P -3.3597 1.4845 2.0395
O -3.1938 2.4877 3.1107
C -1.9442 -0.8535 1.4343
C -0.7755 -1.6108 1.3111
C -0.9145 -3.0158 0.7522
O -0.6981 -3.9657 1.4618
O -1.2429 -3.1704 -0.5571
H 1.8796 -3.2507 3.9771
H 2.1879 -1.6395 4.7778
H 3.5019 -2.7218 4.3292
H 3.8724 -0.7078 1.5423
H 1.5078 -2.9504 1.3730
H 2.2089 -1.5612 0.5878
H 1.3651 0.7006 2.4724
H -0.6893 1.8670 2.6185
H -3.4467 2.1642 0.7996
H -4.5040 0.6742 2.1967
H -2.8988 -1.2679 1.1221
H -2.1547 -2.8645 -0.7001
O -2.6513 -0.6781 -2.0220
C -2.4993 -1.1255 -3.1284
O -3.0987 -2.2552 -3.5460
C -2.6387 -2.5952 -4.8712
C -2.1265 -1.2906 -5.4563
C -1.6089 -0.5681 -4.2168
H -1.8546 -3.3492 -4.7822
H -3.4628 -3.0124 -5.4442
H -1.3772 -1.4325 -6.2321
H -2.9548 -0.7274 -5.8893
H -0.5731 -0.8290 -3.9928
H -1.7199 0.5101 -4.2954
O 2.8987 1.2419 0.7419
C 2.5020 2.3138 0.3729
O 1.2594 2.5048 -0.1289
C 1.1224 3.8704 -0.5833
C 2.1804 4.6487 0.1799
C 3.2829 3.6078 0.3503
H 1.2842 3.8931 -1.6622
H 0.1151 4.2230 -0.3724
H 2.5011 5.5529 -0.3324
H 1.7943 4.9376 1.1594
H 3.9657 3.5915 -0.5006
H 3.8350 3.7439 1.2762
```


This record from the OMol25 dataset describes a structure of composition C20H17CoN3O5. The level of theory is ωB97M-V/def2-TZVPD.

LUMO (alpha / beta) = -1.45 / -1.19 eV
2S+1 = 2
ΔE to the lowest compared entry with this formula, charge and spin = 1.569 eV

Structure (XYZ):
```
46
C20H17CoN3O5 ωB97M-V/def2-TZVPD
Co -0.3230 -0.0303 -0.6137
O -0.6459 -2.0980 5.7539
C -1.4217 -1.2998 5.2155
O -2.5314 -0.8329 5.5022
C -0.9187 -0.8347 3.7859
C -1.4858 0.2938 3.2037
C -1.0432 0.6761 1.9524
N -0.1249 -0.0538 1.3113
C 0.4507 -1.1255 1.8569
C 0.0816 -1.5384 3.1280
C 1.4700 -1.7296 0.9728
C 2.2327 -2.8326 1.3225
C 3.1665 -3.3102 0.4186
C 3.3179 -2.6649 -0.7973
C 2.5151 -1.5693 -1.0696
N 1.6144 -1.1079 -0.2111
C -1.4900 1.8289 1.1530
C -2.3274 2.8231 1.6334
C -2.7178 3.8430 0.7827
C -2.2409 3.8535 -0.5201
C -1.3836 2.8437 -0.9180
N -1.0170 1.8508 -0.1108
H -2.2725 0.8020 3.7465
H 0.5436 -2.3779 3.6281
H 2.0906 -3.3074 2.2824
H 3.7604 -4.1816 0.6584
H 4.0431 -2.9996 -1.5252
H 2.5952 -1.0409 -2.0115
H -2.6623 2.7891 2.6604
H -3.3853 4.6203 1.1293
H -2.5188 4.6315 -1.2161
H -0.9734 2.8261 -1.9203
C -3.8270 -2.2216 -1.9547
C -2.9595 -1.9389 -0.7368
C -3.5136 -2.5870 0.5237
O -2.8399 -0.5163 -0.5308
C -1.5259 -2.4656 -1.0484
O -1.2812 -3.6368 -0.8555
O -0.7067 -1.6007 -1.5773
H -4.8661 -1.9474 -1.7537
H -3.7915 -3.2833 -2.1929
H -3.4657 -1.6576 -2.8174
H -4.5877 -2.4108 0.6052
H -3.0291 -2.1670 1.4053
H -3.3205 -3.6574 0.5022
H -3.6010 -0.0741 -0.9213
```


This record from the OMol25 dataset describes the molecule C3H6ClN. The level of theory is ωB97M-V/def2-TZVPD.

Structure (SMILES) = ClC[C@@H]1CN1
LUMO = 0.89 eV
ΔE to the lowest compared entry with this formula, charge and spin = 1.873 eV

Structure (XYZ):
```
11
C3H6ClN ωB97M-V/def2-TZVPD
Cl -2.6648 0.2498 -0.0233
C -1.0876 -0.7249 -0.2457
C 0.0622 -0.1009 0.4326
C 0.8154 0.9610 -0.1398
N 1.1533 -0.4346 -0.2954
H -1.3012 -1.6739 0.3274
H -0.8799 -0.6655 -1.2418
H 0.1767 0.0903 1.4786
H 1.3588 1.6828 0.4265
H 0.4257 1.5921 -1.0568
H 1.9414 -0.9762 0.3377
```


This record from the OMol25 dataset describes a structure of composition C32H10Cl5F15GeN4S2Sr. The level of theory is ωB97M-V/def2-TZVPD.

LUMO = -0.69 eV
ΔE to the lowest compared entry with this formula, charge and spin = 1.005 eV

Structure (XYZ):
```
70
C32H10Cl5F15GeN4S2Sr ωB97M-V/def2-TZVPD
Sr 0.8815 -0.0518 -1.5564
C 3.5109 1.2400 0.0795
C 2.1844 1.0460 0.7767
N 1.7966 -0.0002 1.3960
N 2.6241 -1.0473 1.5730
C 2.0638 -2.2985 1.8276
N 2.9849 -3.1894 2.2423
S 0.4685 -2.6286 1.6339
C 1.1553 2.1236 0.6366
C 1.4680 3.4544 0.8584
C 0.4723 4.4041 0.6914
C -0.7874 3.9922 0.3066
C -1.0021 2.6428 0.0755
N -0.0554 1.7208 0.2263
H 3.3596 1.8549 -0.8117
H 3.9695 0.2913 -0.2123
H 4.2378 1.7625 0.7062
H 3.5898 -0.9993 1.2752
H 3.8804 -2.9027 2.5985
H 2.6852 -4.1375 2.3848
H 2.4667 3.7412 1.1620
H 0.6833 5.4524 0.8557
H -1.5887 4.7020 0.1591
H -1.9639 2.2810 -0.2687
Cl -1.8236 -1.3542 -2.4931
C -0.7633 -2.7864 -2.4152
C 0.5339 -2.5570 -2.0319
C 1.3508 -3.6645 -2.0304
Cl 3.0495 -3.4122 -1.6265
C 0.9188 -4.9440 -2.3550
Cl 1.9943 -6.2890 -2.3432
C -0.4215 -5.1226 -2.7141
Cl -0.9994 -6.6882 -3.1354
C -1.2853 -4.0283 -2.7558
Cl -2.9294 -4.2239 -3.2268
F 4.3030 5.1850 -5.0561
C 3.2255 5.0074 -5.8364
C 2.4181 3.8942 -5.6847
C 1.3574 3.7771 -6.5671
F 0.5678 2.6971 -6.5121
C 1.0820 4.7231 -7.5379
F 0.0516 4.5761 -8.3687
C 1.9008 5.8332 -7.6443
F 1.6544 6.7556 -8.5683
C 2.9825 5.9758 -6.7938
F 3.7787 7.0388 -6.9079
Ge 2.6227 2.5035 -4.3117
S 0.8224 2.2936 -3.1628
C 4.1020 3.0445 -3.1023
C 3.9241 4.1879 -2.3373
F 2.8575 4.9653 -2.5459
C 4.8142 4.5801 -1.3556
F 4.6012 5.6807 -0.6324
C 5.9407 3.8090 -1.1182
F 6.8035 4.1636 -0.1706
C 6.1567 2.6641 -1.8625
F 7.2311 1.9105 -1.6249
C 5.2368 2.3021 -2.8348
F 5.4894 1.1638 -3.5000
C 3.2242 0.8771 -5.2832
C 2.9311 -0.4054 -4.8623
F 2.2898 -0.6229 -3.6840
C 3.2857 -1.5449 -5.5571
F 2.9752 -2.7521 -5.0965
C 3.9846 -1.4100 -6.7442
F 4.3426 -2.4854 -7.4335
C 4.3206 -0.1489 -7.1986
F 5.0096 -0.0153 -8.3288
C 3.9440 0.9624 -6.4641
F 4.3313 2.1552 -6.9384
```


This record from the OMol25 dataset describes a cluster of 4 separate species, C3H15NO3 in total. The level of theory is ωB97M-V/def2-TZVPD.

LUMO (alpha / beta) = 3.69 / 3.59 eV
Charge = -1
2S+1 = 2
ΔE to the lowest compared entry with this formula, charge and spin = 0.619 eV

Structure (XYZ):
```
22
C3H15NO3 ωB97M-V/def2-TZVPD
C 0.3570 -1.7911 0.9288
C -0.8672 -1.0002 1.3222
N -0.4956 0.4010 1.6660
C -1.6629 1.2595 1.7864
H 0.7962 -1.3219 0.0503
H 1.1439 -2.0108 1.6490
H 0.0456 -2.7946 0.5991
H -1.5666 -0.8497 0.4944
H -1.4007 -1.4864 2.1537
H -0.0862 0.3525 2.6034
H -1.4855 2.3172 1.9644
H -2.3443 0.8510 2.5569
H -2.2803 1.2545 0.8793
H -0.8607 -0.4197 -2.2751
H 0.1757 -0.4368 -3.3944
O -0.0939 -0.9134 -2.6118
H 1.1842 2.1720 -0.3048
H 1.0015 0.7563 0.0952
O 1.2901 1.2892 -0.6390
H 3.0992 0.5721 -3.4622
H 1.8438 0.8941 -2.5762
O 2.2067 0.9052 -3.4857
```


This record from the OMol25 dataset describes a cluster of 7 separate species, C33H50BF18IN2O15 in total. The level of theory is ωB97M-V/def2-TZVPD.

Structure (SMILES) = CC[C@@H](I)C(=O)O[C@H](CCN)B(O)N(C)C.CCOC(=O)C(F)(F)F.CCOC(=O)C(F)(F)F.CCOC(=O)C(F)(F)F.CCOC(=O)C(F)(F)F.CCOC(=O)C(F)(F)F.CCOC(=O)C(F)(F)F
LUMO = -0.09 eV

Structure (XYZ):
```
120
C33H50BF18IN2O15 ωB97M-V/def2-TZVPD
C 3.3766 1.2929 -1.3230
C 3.8656 2.5677 -2.0142
C 2.7004 3.4975 -2.3194
I 3.3273 5.1633 -3.5134
C 1.5840 2.8158 -3.0795
O 1.7599 1.9895 -3.9290
O 0.3621 3.2407 -2.6837
C -0.5838 2.1880 -2.3271
C -1.3098 1.6388 -3.5669
C -2.7159 1.1109 -3.3023
N -3.6987 2.1880 -3.1586
B -1.5119 2.7964 -1.1700
O -2.1168 1.9137 -0.3035
N -1.7212 4.2003 -0.9340
C -1.8125 5.0595 -2.1107
C -0.8641 4.7522 0.1162
H 2.6010 1.5105 -0.5826
H 4.2068 0.7980 -0.8177
H 2.9628 0.5927 -2.0486
H 4.5431 3.1049 -1.3489
H 4.3927 2.3304 -2.9378
H 2.3016 3.9510 -1.4157
H 0.0169 1.3762 -1.8910
H -1.3424 2.4422 -4.3043
H -0.7185 0.8352 -4.0114
H -2.7209 0.4551 -2.4231
H -2.9959 0.4790 -4.1458
H -3.9386 2.3608 -2.1906
H -4.5504 1.9872 -3.6617
H -1.7404 1.0295 -0.3442
H -2.2247 4.5006 -2.9512
H -0.8401 5.4636 -2.4114
H -2.4859 5.8976 -1.9080
H -0.0905 5.3917 -0.3230
H -1.4363 5.3642 0.8205
H -0.3859 3.9626 0.6983
C -2.3653 4.7409 6.1840
C -1.8033 3.4772 5.5759
O -0.8560 3.7826 4.5223
C 0.3716 4.0792 4.9100
O 0.8011 4.1201 6.0246
C 1.2535 4.3420 3.6655
F 0.6263 5.1207 2.7781
F 1.5398 3.1764 3.0631
F 2.3938 4.9269 4.0109
H -2.8180 5.3659 5.4144
H -3.1297 4.4840 6.9171
H -1.5860 5.3134 6.6853
H -2.5746 2.8926 5.0808
H -1.3107 2.8532 6.3203
C 7.3452 -3.6704 -0.4842
C 6.4868 -2.7478 -1.3172
O 5.0774 -2.9538 -1.0402
C 4.6022 -2.3466 0.0319
O 5.1883 -1.6456 0.8020
C 3.0838 -2.6196 0.1512
F 2.7887 -3.9085 -0.0632
F 2.4309 -1.8903 -0.7661
F 2.6375 -2.2820 1.3538
H 7.0596 -4.7095 -0.6475
H 8.3906 -3.5488 -0.7673
H 7.2477 -3.4438 0.5766
H 6.5835 -2.9574 -2.3794
H 6.7279 -1.7003 -1.1417
C -0.2213 -5.8607 -1.5224
C 1.0190 -5.5598 -2.3310
O 1.3859 -6.6807 -3.1730
C 0.7247 -6.7908 -4.3114
O -0.1381 -6.0763 -4.7293
C 1.2591 -8.0048 -5.1100
F 1.4132 -9.0783 -4.3286
F 2.4518 -7.7021 -5.6436
F 0.4249 -8.3170 -6.0951
H -0.0808 -6.7666 -0.9337
H -0.4260 -5.0327 -0.8444
H -1.0855 -6.0004 -2.1713
H 1.8814 -5.4061 -1.6903
H 0.8886 -4.6765 -2.9554
C 6.0684 7.4396 0.9162
C 6.5569 7.5517 -0.5093
O 7.8648 6.9435 -0.6656
C 7.8711 5.6304 -0.8138
O 6.9272 4.8972 -0.8249
C 9.3199 5.1313 -1.0301
F 10.1693 5.6984 -0.1687
F 9.7189 5.4355 -2.2733
F 9.3836 3.8126 -0.8792
H 6.7906 7.8790 1.6043
H 5.1219 7.9702 1.0198
H 5.9104 6.3987 1.1947
H 6.7077 8.5879 -0.8018
H 5.8669 7.0838 -1.2108
C -6.2022 -7.0054 -0.2563
C -5.7299 -7.6699 1.0156
O -4.3275 -7.3906 1.2605
C -4.0558 -6.2300 1.8249
O -4.8262 -5.3793 2.1640
C -2.5299 -6.0959 2.0486
F -1.8410 -6.4775 0.9679
F -2.1531 -6.8609 3.0800
F -2.2146 -4.8330 2.3205
H -5.5853 -7.3133 -1.1004
H -7.2339 -7.2938 -0.4566
H -6.1592 -5.9205 -0.1704
H -5.7780 -8.7534 0.9448
H -6.3072 -7.3478 1.8811
C -6.1397 -2.6604 3.1435
C -6.7827 -1.6203 2.2573
O -8.2240 -1.6138 2.4160
C -8.6908 -0.9380 3.4508
O -8.0689 -0.3223 4.2652
C -10.2377 -1.0040 3.4611
F -10.6791 -2.2443 3.2282
F -10.7283 -0.2005 2.5056
F -10.7129 -0.6011 4.6339
H -6.5643 -3.6440 2.9508
H -5.0699 -2.7066 2.9438
H -6.2866 -2.4157 4.1952
H -6.6310 -1.8445 1.2039
H -6.4027 -0.6196 2.4586
```


This record from the OMol25 dataset describes a cluster of 3 separate species, C4H15NO3 in total. The level of theory is ωB97M-V/def2-TZVPD.

Structure (SMILES) = CN(C)CCO.O.O
LUMO = 0.57 eV
ΔE to the lowest compared entry with this formula, charge and spin = 1.826 eV

Structure (XYZ):
```
23
C4H15NO3 ωB97M-V/def2-TZVPD
C -0.5080 -2.0017 -2.1679
N -0.1817 -1.0845 -1.0984
C -0.8835 -1.3993 0.1538
C -0.2912 0.2955 -1.5993
C -0.3770 1.3324 -0.5270
O -0.0133 2.6229 -1.1382
H -0.4447 -3.0054 -1.7502
H -1.5183 -1.8925 -2.6111
H 0.1195 -1.8658 -3.0545
H -0.2119 -1.7968 0.9144
H -1.6572 -2.1551 0.0142
H -1.2256 -0.4562 0.5758
H -1.1203 0.4435 -2.2994
H 0.6626 0.4488 -2.0807
H 0.4007 1.2413 0.2203
H -1.3251 1.5489 -0.0315
H -0.0178 3.2638 -0.4214
O 1.5103 -1.2091 2.5937
H 1.7412 -1.2347 1.6648
H 1.7974 -1.9228 3.1677
O 0.4601 1.5141 2.5409
H -0.2474 1.3259 3.1699
H 1.2116 1.0971 2.9975
```


Number 1: largest force on an atom 2.16 eV/Å. Number 2: largest force on an atom 1.83 eV/Å. Number 3: largest force on an atom 1.50 eV/Å. Number 4: largest force on an atom 7.01 eV/Å. Number 5: largest force on an atom 0.59 eV/Å. Number 6: largest force on an atom 1.44 eV/Å. Number 7: largest force on an atom 0.77 eV/Å. Number 8: largest force on an atom 2.78 eV/Å.